No. 1
C3H6NO2S | the ωB97M-V functional and the def2-TZVPD basis

Each line ends with the Löwdin charge.
CARTESIAN COORDINATES (ANGSTROEM)
1 C -0.1717 1.1540 0.5465  0.024
2 C 0.3534 0.0369 -0.2704  -0.520
3 C 1.7766 -0.4495 0.1863  -0.077
4 N -0.7248 -0.6916 0.5055  -0.156
5 O -1.7704 -0.6307 -1.9302  -0.578
6 O -3.1621 0.0388 0.0453  -0.570
7 S -2.2132 -0.9096 -0.5381  0.557
8 H 0.2267 1.2455 1.5061  0.030
9 H -1.0552 1.7546 0.4768  0.049
10 H 0.2630 0.0059 -1.4091  0.117
11 H 2.1159 -1.2720 -0.2751  0.008
12 H 1.7238 -0.6169 1.1741  0.010
13 H 2.6379 0.3347 -0.0177  0.106

Forces on atoms 1 to 2 (eV/Å):
-1.4224 -3.2448 -0.3983
0.7786 -1.1501 -0.5903

As for the multiplicity: 1. Its energy relative to the best compared isomer or geometry (same formula, charge and spin) is 364.2 kJ/mol. Its net charge is -1. The value obtained for the frontier orbital gap is 7.42 eV.

No. 2
C3H6NO2S | the ωB97M-V functional and the def2-TZVPD basis

Each line ends with the Löwdin charge.
CARTESIAN COORDINATES (ANGSTROEM)
1 C 0.6893 0.3452 -0.6673  -0.170
2 C -0.1841 -0.7574 -1.2944  -0.528
3 C -0.2184 0.6060 1.5837  -0.382
4 N 0.8360 0.2428 0.8328  -0.341
5 O 2.0524 -0.0622 1.1691  -0.272
6 O -1.4136 0.9100 1.4215  -0.170
7 S -2.0053 -0.5533 -1.0623  0.600
8 H 1.7050 0.3301 -0.8891  0.077
9 H 0.2335 1.3480 -0.8500  0.124
10 H 0.0347 -0.6754 -2.3239  0.030
11 H -0.0438 -1.7879 -1.1115  0.035
12 H 0.1573 -0.0035 3.0140  0.161
13 H -1.8429 0.0576 0.1774  -0.163

Forces on atoms 1 to 2 (eV/Å):
-2.5588 0.2870 2.1552
-0.4999 1.3638 0.0422

As for the multiplicity: 1. Its energy relative to the best compared isomer or geometry (same formula, charge and spin) is 480.8 kJ/mol. Its net charge is -1. The value obtained for the frontier orbital gap is 6.36 eV.

No. 3
C3H6NO3S2 | the ωB97M-V functional and the def2-TZVPD basis

Each line ends with the Löwdin charge.
CARTESIAN COORDINATES (ANGSTROEM)
1 O -2.5265 1.1855 -0.4075  -0.372
2 S -1.8633 0.2839 0.5265  0.367
3 O -2.6694 -0.6314 1.2965  -0.365
4 O -0.8947 0.9713 1.3876  -0.382
5 N -0.9649 -0.7084 -0.6452  -0.551
6 C 0.0569 0.2483 -1.1805  -0.291
7 C 1.4017 0.2505 -0.2255  -0.259
8 C 1.1113 -0.7946 0.7815  -0.524
9 S -0.0775 -1.9341 0.0399  0.834
10 H -0.3960 1.2348 -1.4194  0.092
11 H 0.4637 0.0761 -2.2516  0.109
12 H 2.2828 -0.0066 -0.8341  0.084
13 H 1.4848 1.3006 0.2129  0.118
14 H 2.0851 -1.1901 1.1185  0.078
15 H 0.5060 -0.2859 1.6002  0.063

Forces on atoms 1 to 2 (eV/Å):
-0.2035 -0.3829 0.4978
-0.5073 0.8369 0.0562

As for the multiplicity: 1. As for the SMILES: O=S(=O)([O-])N1CCCS1. Its energy relative to the best compared isomer or geometry (same formula, charge and spin) is 29.7 kJ/mol. Its net charge is -1. The value obtained for the frontier orbital gap is 7.92 eV.

No. 4
C3H6NO4 | the ωB97M-V functional and the def2-TZVPD basis

Each line ends with the Löwdin charge.
CARTESIAN COORDINATES (ANGSTROEM)
1 C -0.7082 1.7635 0.7108  -0.410
2 N -0.1002 0.8334 -0.0280  0.020
3 C 1.1920 0.2078 0.4714  -0.075
4 C 1.3703 -1.1905 -0.1642  -0.714
5 O 2.4091 -1.7991 0.1203  -0.050
6 O 0.4792 -1.5168 -0.9966  -0.093
7 O -0.2396 2.2929 1.7137  -0.041
8 H -1.7019 2.0817 0.3792  0.116
9 H -0.2313 0.5368 -0.9826  0.114
10 H 1.9555 0.9964 0.4454  0.114
11 H 0.9698 0.1074 1.5467  0.111
12 H -1.6618 -1.1619 -0.3621  -0.002
13 H -1.5441 -1.7679 -1.7226  0.004
14 O -2.1888 -1.3837 -1.1313  -0.096

Forces on atoms 1 to 2 (eV/Å):
0.0687 0.6268 -0.3143
2.1168 -0.7601 0.5939

As for the multiplicity: 1. Its energy relative to the best compared isomer or geometry (same formula, charge and spin) is 140.6 kJ/mol. Its net charge is -1. The value obtained for the frontier orbital gap is 8.75 eV.

No. 5
C3H6NO5S | the ωB97M-V functional and the def2-TZVPD basis

Each line ends with the Löwdin charge.
CARTESIAN COORDINATES (ANGSTROEM)
1 C -2.1465 -0.2924 -0.8236  -0.103
2 C -0.8701 -0.0962 0.1630  -0.269
3 C 0.3237 -0.0708 -0.6175  -0.190
4 N 0.8278 1.0756 -1.0916  -0.449
5 O 1.6775 0.9709 -1.9824  -0.026
6 O 1.0961 -1.0287 2.5981  -0.364
7 O 0.5328 2.2197 -0.5966  -0.037
8 O 3.0691 -1.2750 1.1974  -0.343
9 O 2.2575 0.9609 2.0657  -0.334
10 S 2.0091 -0.4089 1.6516  0.564
11 H -1.9917 -1.1732 -1.4152  0.039
12 H -3.1142 -0.3776 -0.3174  0.051
13 H -2.2295 0.5485 -1.5531  0.071
14 H -1.1620 0.8536 0.7640  0.138
15 H -1.0295 -0.8304 0.9692  0.091
16 H 0.7499 -1.0759 -1.0119  0.161

Forces on atoms 1 to 2 (eV/Å):
0.7873 1.0510 0.2127
-5.3054 1.5210 1.3549

As for the multiplicity: 1. Its energy relative to the best compared isomer or geometry (same formula, charge and spin) is 467.7 kJ/mol. Its net charge is -1. The value obtained for the frontier orbital gap (spin up / spin down) is 7.23 / 6.36 eV.

No. 6
C3H6NOP | the ωB97M-V functional and the def2-TZVPD basis

Each line ends with the Löwdin charge.
CARTESIAN COORDINATES (ANGSTROEM)
1 C -0.2998 3.2234 -0.3466  0.025
2 C 0.9266 1.0045 -0.6204  -0.205
3 C 0.0452 0.0379 0.1998  -0.325
4 N 0.3213 2.2676 -0.5363  -0.085
5 O -1.3525 0.2660 0.2009  -0.466
6 P -2.2771 -1.1199 -0.2755  0.865
7 H 2.0367 1.0308 -0.3963  0.148
8 H 0.9498 0.7298 -1.6548  0.106
9 H 0.3352 -0.8859 -0.2164  0.067
10 H 0.6022 0.1023 1.1250  0.113
11 H -3.4075 -0.4077 -0.4261  -0.129
12 H -2.6989 -1.7044 0.9366  -0.114

Forces on atoms 1 to 2 (eV/Å):
-0.4739 0.8725 0.0699
-0.0678 0.3259 -0.8046

As for the multiplicity: 1. Its energy relative to the best compared isomer or geometry (same formula, charge and spin) is 212.4 kJ/mol. Its net charge is 0. The value obtained for the frontier orbital gap is 10.50 eV.

No. 7
C3H6NOP | the ωB97M-V functional and the def2-TZVPD basis

Each line ends with the Löwdin charge.
CARTESIAN COORDINATES (ANGSTROEM)
1 C -0.7047 1.2121 0.9639  -0.275
2 C -0.0799 -0.7161 -1.1873  -0.106
3 C 0.7095 -0.3258 0.1626  -0.350
4 N -1.4035 1.5393 0.0607  0.117
5 O 0.8146 -0.0473 2.8471  -0.456
6 P -0.2077 -0.1809 1.8184  0.636
7 H -0.4196 -1.7219 -1.1397  0.049
8 H -0.9496 0.0099 -1.2881  0.056
9 H 0.6295 -0.7218 -1.9765  0.049
10 H 1.5285 0.3899 -0.0359  0.088
11 H 1.1779 -1.2671 0.6401  0.084
12 H -1.0949 1.8297 -0.8655  0.108

Forces on atoms 1 to 2 (eV/Å):
-0.9122 1.3318 -1.0281
0.1294 1.5549 2.6536

As for the multiplicity: 1. Its energy relative to the best compared isomer or geometry (same formula, charge and spin) is 264.0 kJ/mol. Its net charge is 0. The value obtained for the frontier orbital gap is 8.23 eV.

No. 8
C3H6NOPS2 | the ωB97M-V functional and the def2-TZVPD basis

Each line ends with the Löwdin charge.
CARTESIAN COORDINATES (ANGSTROEM)
1 C -0.8035 2.3726 -0.4853  -0.279
2 C 2.5735 0.0052 1.0547  -0.103
3 C -2.3914 -1.1618 -0.6502  -0.486
4 N -1.3378 3.3690 -0.3305  -0.028
5 O 1.1821 0.4756 1.0870  -0.429
6 P 0.2760 0.2736 -0.1918  0.045
7 S 1.0975 -0.4694 -1.7258  0.316
8 S -1.2818 -0.8082 0.7411  0.598
9 H 3.1768 0.4565 0.2882  0.074
10 H 2.6362 -0.9904 0.9542  0.034
11 H 3.0507 0.2401 2.0381  0.113
12 H -2.9017 -2.2276 -0.5821  0.077
13 H -1.9482 -1.1022 -1.6247  -0.008
14 H -3.3286 -0.4330 -0.5729  0.076

Forces on atoms 1 to 2 (eV/Å):
2.3640 -4.0455 0.5395
0.3934 3.4266 1.7976

As for the multiplicity: 1. Its energy relative to the best compared isomer or geometry (same formula, charge and spin) is 0.0 kJ/mol. Its net charge is 0. The value obtained for the frontier orbital gap is 8.87 eV.

No. 9
C3H6NOS | the ωB97M-V functional and the def2-TZVPD basis

Each line ends with the Löwdin charge.
CARTESIAN COORDINATES (ANGSTROEM)
1 N 0.3736 -0.3826 1.9179  0.007
2 C 0.7656 0.2852 0.6541  -0.472
3 C 1.1017 -0.8118 -0.3484  -0.328
4 O 1.6997 -0.6487 -1.3795  0.006
5 C -0.3775 1.1755 0.1247  -0.763
6 S -1.7075 0.2292 -0.6470  0.160
7 H -0.6264 -0.2131 2.0051  0.040
8 H 0.8728 0.0251 2.6963  0.046
9 H 1.6647 0.9152 0.7347  0.128
10 H 0.7674 -1.8104 -0.0019  0.102
11 H -0.7073 1.7427 1.0079  0.035
12 H 0.0682 1.9755 -0.4701  0.039

Forces on atoms 1 to 2 (eV/Å):
0.3462 0.3298 -0.3839
-0.2573 -0.0974 -0.1568

As for the multiplicity: 1. As for the SMILES: N[C@@H](C=O)C[S-]. Its energy relative to the best compared isomer or geometry (same formula, charge and spin) is 144.0 kJ/mol. Its net charge is -1. The value obtained for the frontier orbital gap is 6.66 eV.

No. 10
C3H6NOS2 | the ωB97M-V functional and the def2-TZVPD basis

Each line ends with the Löwdin charge.
CARTESIAN COORDINATES (ANGSTROEM)
1 S 1.9316 -1.5571 0.0184  0.795
2 C 0.8285 -0.0275 0.1549  -1.056
3 S 1.7597 1.5164 0.1444  0.874
4 N -0.1573 0.0697 -0.9633  0.039
5 C -1.3787 0.4022 -0.2494  -0.051
6 C -1.1745 0.3755 1.0425  -0.090
7 O 0.0702 0.0107 1.3292  -0.087
8 H 2.3994 -1.8233 1.2550  -0.093
9 H 2.3409 1.4749 -1.0651  -0.092
10 H -0.3516 -0.7403 -1.6408  0.219
11 H 0.2025 0.7471 -1.6896  0.179
12 H -2.3867 0.7139 -0.6873  0.174
13 H -1.8821 0.4953 1.9131  0.188

Forces on atoms 1 to 2 (eV/Å):
-0.9275 0.1103 -1.0039
2.3197 -0.7815 0.8491

As for the multiplicity: 1. As for the SMILES: SC1(S)[NH2+]C=CO1. Its energy relative to the best compared isomer or geometry (same formula, charge and spin) is 123.8 kJ/mol. Its net charge is +1. The value obtained for the frontier orbital gap is 9.97 eV.

No. 11
C3H6NP | the ωB97M-V functional and the def2-TZVPD basis

Each line ends with the Löwdin charge.
CARTESIAN COORDINATES (ANGSTROEM)
1 C -0.4402 0.0561 1.6463  -0.249
2 N -0.8723 0.8886 0.8506  -0.093
3 C -0.4339 0.8970 -0.4940  -0.295
4 C 0.7774 -0.1513 -0.8267  -0.411
5 P 0.9373 -1.4148 0.6929  0.800
6 H -0.7459 0.0574 2.7196  0.064
7 H -0.1335 1.9174 -0.7245  0.097
8 H -1.3364 0.6187 -1.0742  0.108
9 H 0.4281 -0.6584 -1.7900  0.060
10 H 1.7151 0.3260 -1.1646  0.040
11 H 0.1042 -2.5368 0.1646  -0.121

Forces on atoms 1 to 2 (eV/Å):
0.9154 -2.4467 0.1186
0.0564 0.7383 0.6057

As for the multiplicity: 1. As for the SMILES: C1=NCCP1. Its energy relative to the best compared isomer or geometry (same formula, charge and spin) is 93.4 kJ/mol. Its net charge is 0. The value obtained for the frontier orbital gap is 9.60 eV.

No. 12
C3H6NP | the ωB97M-V functional and the def2-TZVPD basis

Each line ends with the Löwdin charge.
CARTESIAN COORDINATES (ANGSTROEM)
1 C 0.8131 1.1210 -0.4009  -0.172
2 C -0.1347 0.1344 0.3791  -0.538
3 P 0.3606 -1.5908 -0.3477  0.852
4 C -1.7208 0.3005 0.1097  -0.233
5 N -2.8102 0.1877 -0.2457  0.101
6 H 0.6995 2.2426 -0.2786  0.097
7 H 1.7843 0.7573 -0.0853  0.050
8 H 0.8721 0.7939 -1.4342  0.039
9 H 0.0316 0.1686 1.4215  0.057
10 H -0.7930 -2.1423 -0.0559  -0.167
11 H 0.8974 -1.9729 0.9380  -0.085

Forces on atoms 1 to 2 (eV/Å):
-0.5054 -0.1517 0.5595
-2.2856 0.6385 -2.7444

As for the multiplicity: 1. As for the SMILES: C[C@H](P)C#N. Its energy relative to the best compared isomer or geometry (same formula, charge and spin) is 46.5 kJ/mol. Its net charge is 0. The value obtained for the frontier orbital gap is 11.14 eV.

no.,M (g mol⁻¹)
1,120.15
2,120.15
3,168.22
4,120.08
5,168.15
6,103.06
7,103.06
8,167.20
9,104.15
10,136.22
11,87.06
12,87.06